DFT (ωB97M-V/def2-TZVPD) results for C20H29ClNPTc as an isolated structure.

The geometry in ORCA input format:
```
! RIJCOSX wB97M-V def2-TZVPD def2/J DEFGRID3
* xyz 2 4
Tc 0.02615 -0.63339 0.33160
Cl 0.68617 3.07210 2.73791
P 2.17542 -0.97348 -0.12931
N -1.83491 -1.53695 -1.78544
C -1.24742 -0.27843 3.80098
C -0.57619 2.52207 -2.64605
C 0.69927 2.99474 -2.91720
C 0.18922 1.77380 5.03718
C 1.60001 1.34612 -1.39022
C 2.33241 -1.89135 -1.71584
C -2.70301 -2.71402 -1.79637
C -1.05120 0.80614 1.54955
C 1.78059 2.41339 -2.26167
C -2.38555 -0.43042 -1.03401
C -0.79094 1.46724 -1.75488
C 3.52951 -1.67160 0.82724
C -1.00611 -0.32702 5.17208
C 0.30315 0.86333 -1.10919
C -0.29814 0.70035 5.79745
C -0.01454 1.79725 3.65853
C 2.77584 0.68203 -0.73255
C -1.15616 -1.36217 -3.05845
C -0.76547 0.78247 3.01817
C -2.19030 1.00330 -1.51543
H -0.11555 0.67567 6.87084
H -1.70215 -1.93067 -3.83087
H -1.06096 -0.32196 -3.37144
H -2.89714 -3.02862 -2.83496
H 0.73531 2.58819 5.50332
H -2.13360 0.61506 1.42814
H 1.16970 0.30978 1.25448
H 1.74373 -1.40616 -2.50815
H -2.22711 -3.55329 -1.27373
H -3.66140 -2.51333 -1.30260
H -3.45177 -0.61070 -0.81508
H -0.54454 -2.18581 -0.24914
H 3.59463 -1.16869 1.80123
H -1.44113 2.96016 -3.14571
H -1.80888 -1.07251 3.30452
H 4.46945 -1.55155 0.26466
H 0.85313 3.80245 -3.62697
H -0.86909 1.80300 1.12198
H 1.95689 -2.91162 -1.54373
H 3.61267 0.49937 -1.42398
H 2.79484 2.77221 -2.43883
H -0.14174 -1.79098 -3.00243
H 3.30910 -2.73790 0.97827
H 3.14009 1.23107 0.15211
H -1.98344 -0.59158 0.00668
H -2.79514 1.12740 -2.42531
H 3.40291 -1.89759 -1.98049
H -2.64611 1.65393 -0.74674
H -1.38047 -1.17085 5.74986
*
```

Computed properties:
Kohn-Sham gap (alpha / beta) in eV: 6.116 / 4.273
Lowest unoccupied orbital energy (alpha / beta) in eV: -7.89 / -9.75
HOMO level (alpha / beta) in eV: -14.0 / -14.0
<S²>: 3.817